# 1
C24H42N6O2SSi2Tl as an isolated structure. Source: OMol25; level of theory: ωB97M-V/def2-TZVPD.

Properties
HOMO: -0.40923 hartree
energy relative to the best compared isomer or geometry (same formula, charge and spin): 14.6 kJ/mol
energy: -2568.33683 a.u.

```
! RIJCOSX wB97M-V def2-TZVPD def2/J DEFGRID3
* xyz 1 1
H 1.38 0.07 2.28
N -2.39 2.07 -3.26
C -0.28 1.76 4.01
H -2.93 -2.15 1.54
H 0.26 0.95 4.50
H 0.97 -2.57 1.62
H 0.04 0.23 -2.86
C -0.13 -2.46 3.36
C 4.23 1.29 1.49
H -3.41 -1.72 4.24
H -5.57 -1.63 -0.51
H 4.25 0.75 2.44
H 0.49 -3.27 3.76
H 0.00 3.02 -1.31
C 2.11 -2.96 -3.48
H 3.98 -0.98 -0.73
H -1.96 -3.58 3.31
H 4.40 -3.24 -4.31
C -4.95 -1.15 -1.25
H -1.06 4.14 2.16
H 5.14 1.03 0.95
N -4.10 -0.12 -0.92
C -0.84 2.59 -1.82
C 1.02 -3.00 -2.61
H 4.27 2.35 1.72
C -1.34 2.92 -3.05
C 0.29 -1.85 -2.37
H 2.34 2.99 -0.68
O 3.76 -0.70 -5.77
C -1.57 -2.68 3.79
C -0.63 3.40 1.47
C -2.50 1.27 -2.17
H 2.64 -3.88 -3.67
H -0.13 3.96 0.68
H -5.38 -2.12 -3.20
C -3.52 0.23 -2.04
H 2.75 2.89 3.54
H -0.34 2.60 4.72
H -1.54 -2.91 4.86
C -2.55 -1.52 3.59
H -1.45 2.84 1.02
H -4.17 -1.12 2.23
C 1.71 -0.63 -3.88
H 1.63 4.26 3.52
S -1.10 -1.91 -1.25
C -4.88 -1.41 -2.58
H -2.49 0.69 2.12
Si 0.57 2.34 2.44
H 1.99 0.29 -4.39
N -3.97 -0.51 -3.08
C 3.64 -1.63 -5.04
H -2.10 -0.60 3.98
N -2.48 -0.11 1.50
Si 2.75 0.82 0.45
H 0.25 -1.52 3.78
N 0.00 -2.40 1.89
C 0.63 -0.66 -3.03
H -1.04 3.67 -3.76
C 2.59 1.98 -1.01
H 0.75 -3.92 -2.12
H 1.82 1.64 -1.71
C 2.01 3.42 2.93
C 3.05 -0.94 -0.14
H -3.05 2.12 -4.02
H -3.59 -0.52 -4.01
H 2.53 3.84 2.07
C -3.09 -1.28 2.18
H 2.26 -1.33 -0.78
H -0.54 -3.13 1.45
O 4.57 -2.60 -5.02
C 1.17 0.81 1.49
H 3.53 2.03 -1.56
C 2.47 -1.77 -4.10
H 3.18 -1.61 0.71
N -1.57 1.55 -1.28
H -1.31 1.43 3.84
Tl -0.38 -0.29 0.44
H -3.08 0.12 0.70
*
```



# 2
A 5-piece molecular cluster, C24H42NO19PS overall in a non-equilibrium geometry. Source: OMol25; level of theory: ωB97M-V/def2-TZVPD.

Properties
HOMO: -0.37478 hartree
energy: -3163.47618 a.u.

```
! RIJCOSX wB97M-V def2-TZVPD def2/J DEFGRID3
* xyz 0 1
C -0.94 -3.29 3.13
C -0.36 -0.13 7.98
O 2.61 3.61 -5.70
O 0.97 -2.03 1.15
O 2.71 -2.14 3.25
H -1.94 2.71 2.60
H -0.16 -5.38 3.21
H 7.95 1.46 -4.49
H -3.09 -0.64 2.04
O 6.74 -0.20 -4.11
C -6.04 0.38 -4.65
H -2.19 0.64 9.71
O -1.39 0.71 7.79
C -1.83 1.37 8.98
H 0.96 -4.30 2.26
C 0.29 -4.32 3.18
H 1.57 -0.86 -1.34
H -1.43 -1.13 3.44
H -1.88 1.43 1.29
C 5.09 -0.44 -1.05
H 0.28 1.29 3.62
O -0.44 1.15 -1.08
O 1.68 2.33 -0.07
C -0.01 1.45 2.52
H -0.36 0.51 -1.81
H 0.29 -1.58 3.85
C 0.04 3.24 -6.29
C -4.33 0.77 -3.13
C 1.91 3.03 -4.91
O 0.60 2.77 -5.06
H -4.69 0.03 -2.42
C 1.03 -1.61 6.85
H -1.53 -3.45 4.10
H 4.31 2.24 -4.17
H -2.66 2.03 8.70
N -3.87 -1.99 -1.25
H -2.36 -2.86 -2.50
O 5.96 1.42 -2.72
H -2.11 0.94 3.11
H 6.37 1.43 -5.35
C -1.28 -2.10 -0.68
O 2.29 2.53 -3.73
O 0.18 -0.37 9.04
C 7.20 0.83 -4.99
H -8.29 -0.63 -5.57
H -1.03 1.98 9.40
H -3.56 0.35 -3.77
C -1.38 -1.44 0.70
H 3.91 3.80 -3.38
H -8.55 0.75 -6.65
H -1.01 2.98 -6.30
O 1.89 0.06 2.12
H 0.79 -2.46 7.49
C -2.83 -1.10 1.04
P 0.99 0.96 -0.17
H 5.75 0.13 -0.40
C -2.52 -2.32 -1.49
H 1.95 -1.12 7.19
H -4.97 -1.08 0.35
C 0.55 0.29 1.57
H 1.20 -1.98 5.84
H 4.82 -1.36 -0.54
H 0.47 2.46 2.23
C 6.13 0.26 -3.00
O -7.03 1.00 -5.32
C -3.91 -1.39 0.03
O -5.41 1.30 -3.90
C -1.60 1.65 2.38
C -0.13 -1.19 1.65
S 2.38 -1.53 1.93
H 4.17 0.11 -1.26
C -0.54 -1.75 3.09
O 2.05 -0.07 -1.01
H 7.68 0.34 -5.84
O 3.65 -1.55 1.14
O -0.05 -0.68 6.80
C 3.68 2.73 -3.43
H 0.13 4.33 -6.35
O 5.75 -0.79 -2.27
H 0.86 -4.18 4.16
H 0.53 2.77 -7.14
H -7.16 -0.31 -6.93
H -1.63 -3.63 2.29
O -5.78 -0.79 -4.70
H -3.89 1.60 -2.57
C -7.79 0.14 -6.16
H -0.26 -2.44 -1.07
H 3.88 2.29 -2.46
*
```



# 3
A 4-piece molecular cluster, C24H42O13S overall in a non-equilibrium geometry. Source: OMol25; level of theory: ωB97M-V/def2-TZVPD.

Properties
HOMO: -0.31665 hartree
energy: -2315.97214 a.u.

```
! RIJCOSX wB97M-V def2-TZVPD def2/J DEFGRID3
* xyz 0 1
H 4.30 -4.23 -1.71
H -2.47 -2.10 1.06
C -2.82 -0.52 8.19
O -3.25 -0.64 3.01
H -1.26 0.42 5.64
C 1.86 -1.17 -1.97
H -2.29 0.81 -0.70
O -5.14 0.01 4.04
C 2.72 -2.14 -1.16
H -0.92 -1.45 -3.15
H 5.03 -0.33 0.35
H -0.40 -2.01 0.29
H 5.70 3.20 -3.88
O -3.37 -0.34 9.23
H 5.78 5.95 -4.36
H 1.58 2.89 -1.57
C 5.67 5.35 -3.47
H -2.05 1.63 -2.25
C -1.38 -0.26 6.47
C 2.13 1.45 -0.09
H -3.10 -1.14 5.48
O -2.91 -1.66 7.46
C 3.65 1.64 -0.12
C -0.58 -2.96 -1.65
C -0.24 -2.28 -2.99
H 0.38 1.66 -1.33
H 1.25 -1.16 -4.02
H -3.73 -0.56 -0.03
H 2.68 1.74 -3.15
H -3.53 1.89 -1.33
O 4.28 3.81 -2.49
H 5.76 -3.23 -1.55
C -2.31 -1.41 6.18
C -6.54 -0.18 2.23
C 1.99 1.08 -2.64
H -4.53 -2.03 -0.49
H 1.08 -0.81 -1.30
O -5.16 -0.35 1.84
H 1.72 2.08 0.69
H 3.87 2.67 0.12
H -1.80 -2.30 5.82
C -3.60 -1.47 -0.60
H 4.28 4.05 -4.54
C -6.40 0.50 3.58
O -4.05 0.35 -3.47
C 4.07 5.01 -1.91
H 6.64 5.24 -2.98
H 2.31 -3.15 -1.24
H -7.19 0.23 4.28
H -2.72 -3.38 -0.10
C -1.09 -1.99 -0.55
H 1.19 0.87 -3.35
O -3.40 -1.23 -2.00
H -1.37 -3.68 -1.84
H 0.26 -3.52 -1.25
H 4.61 -3.43 -0.19
H 4.09 1.36 -1.07
H -7.07 0.42 1.50
O -2.03 0.39 7.57
C 1.22 -1.86 -3.18
C -2.78 1.15 -1.61
H 1.82 -2.72 -3.47
O 2.70 -0.10 -2.34
S 4.46 0.59 1.14
C 5.00 4.01 -3.71
H -6.35 1.58 3.50
C 4.72 -3.33 -1.27
H -0.47 -3.00 -3.77
H 2.80 -1.81 -0.12
H -0.39 -0.60 6.80
H -7.00 -1.16 2.30
O 4.03 -2.18 -1.72
C -3.47 0.07 -2.41
C 1.45 1.83 -1.40
H -1.06 -0.98 -0.96
O 4.77 5.98 -2.55
C -2.48 -2.33 -0.01
H 1.91 0.43 0.23
O 3.36 5.19 -0.98
C -4.41 -0.35 2.97
*
```



Summary of orbital gap in eV
8.71 9.39 8.86
(order as listed above)